# 1
This record from the Open Molecules 2025 dataset describes a structure of composition C60H48BrN3OP2STe2Tl. The level of theory is wB97M-V/def2-TZVPD.

## Properties
Relative energy (zero: lowest compared OMol25 entry of this formula, charge and spin) ... 0.00 kJ/mol
Kohn-Sham gap ... 6.16 eV
Highest occupied orbital energy ... -4.05 eV
Spin multiplicity ... 1
Net charge ... -1

Geometry as XYZ:
```
119
Properties=species:S:1:pos:R:3:forces:R:3:lowdin_charge:R:1
Tl -0.94766 0.81105 -0.08327 0.1 0.0 -0.1 0.387
O 1.18107 1.29480 -1.07211 -0.1 -0.1 -0.1 -0.340
N 1.52855 2.43726 -1.61810 0.1 -0.1 0.1 -0.196
C 2.69079 2.45224 -2.30828 -0.1 0.0 0.0 -0.048
C 3.14076 3.59306 -2.91215 0.0 0.0 0.0 -0.069
C 2.36910 4.75102 -2.80712 0.1 0.0 0.0 -0.081
C 1.19533 4.71655 -2.09900 -0.1 0.0 0.0 -0.096
C 0.75113 3.54260 -1.46691 0.0 0.0 -0.1 -0.668
S -0.67426 3.46922 -0.52459 -0.1 0.0 0.1 0.641
H 3.19932 1.50004 -2.31797 0.0 0.0 0.0 0.131
H 4.07994 3.57250 -3.44480 0.0 0.0 0.0 0.107
H 2.69356 5.67248 -3.27278 0.0 0.0 0.0 0.103
H 0.57601 5.59565 -1.99066 0.0 0.0 0.0 0.102
Te 0.65332 -1.59450 3.17449 0.1 0.0 0.0 1.256
C 2.13504 -2.28799 4.49409 0.0 0.0 0.0 -0.537
C 1.81938 -2.59022 5.81440 0.1 0.0 0.0 -0.141
C 2.82365 -3.03898 6.65717 0.0 0.0 0.0 -0.177
N 4.09204 -3.20796 6.28674 0.0 0.0 0.0 0.037
C 4.37669 -2.91882 5.01712 0.0 0.0 -0.1 -0.170
C 3.45253 -2.46170 4.09186 0.0 0.0 0.1 -0.140
C 2.00958 -0.82711 1.68937 -0.5 0.2 0.0 -0.894
P 1.18156 -1.26251 0.13734 0.1 0.1 0.1 0.839
C 2.49057 -1.31749 -1.17210 0.0 0.0 0.1 -0.329
C 3.80151 -1.63726 -0.83934 0.0 -0.1 0.0 -0.120
C 4.78997 -1.70523 -1.81323 0.0 0.0 0.0 -0.087
C 4.47413 -1.46249 -3.14161 0.0 0.0 0.0 -0.102
C 3.16520 -1.14566 -3.48589 0.0 0.0 0.0 -0.094
C 2.18539 -1.06610 -2.50816 0.0 0.1 0.0 -0.114
C 0.84916 -3.06838 0.24018 0.0 0.0 -0.1 -0.409
C -0.41175 -3.56149 -0.07153 -0.1 0.0 0.1 -0.101
C -0.67760 -4.92440 -0.00552 0.0 0.0 0.0 -0.076
C 0.32047 -5.80581 0.37536 0.0 0.0 0.0 -0.096
C 1.58435 -5.32074 0.69646 0.0 0.0 0.0 -0.084
C 1.84674 -3.96420 0.62605 0.0 0.0 0.0 -0.105
P 1.72966 0.98728 1.92360 0.1 -0.1 0.2 0.832
C 3.13593 1.90880 1.16736 0.0 -0.1 -0.1 -0.364
C 4.29198 1.30467 0.68784 0.0 0.0 0.0 -0.097
C 5.31709 2.06368 0.13610 0.0 0.0 0.0 -0.090
C 5.19550 3.44338 0.05463 0.0 0.0 0.0 -0.113
C 4.04067 4.05708 0.52514 0.0 0.0 0.0 -0.098
C 3.02020 3.29575 1.07386 0.0 0.0 0.0 -0.102
C 2.26701 1.22427 3.67711 0.0 0.0 0.0 -0.414
C 3.53764 0.85996 4.11276 0.0 0.0 0.0 -0.102
C 3.89597 0.99020 5.44610 0.0 0.0 0.0 -0.089
C 2.98790 1.50358 6.36233 0.0 0.0 0.0 -0.102
C 1.72696 1.89579 5.93406 0.0 0.0 0.0 -0.092
C 1.37109 1.75562 4.60010 0.0 0.1 0.0 -0.124
H 0.81438 -2.46330 6.19882 0.0 0.0 0.0 0.089
H 2.59327 -3.26849 7.69346 0.0 0.0 0.0 0.094
H 5.41273 -3.05508 4.71928 0.0 0.0 0.0 0.096
H 3.74104 -2.21329 3.07704 0.0 0.0 0.0 0.069
H 4.04070 -1.81963 0.20222 0.0 0.0 0.0 0.080
H 5.80816 -1.94685 -1.53144 0.0 0.0 0.0 0.098
H 5.24214 -1.51498 -3.90372 0.0 0.0 0.0 0.094
H 2.90860 -0.93976 -4.51885 0.0 0.0 0.0 0.099
H 1.18634 -0.75588 -2.78329 0.0 0.0 0.0 0.069
H -1.20973 -2.87579 -0.32675 0.0 0.0 0.0 0.075
H -1.67145 -5.28663 -0.23996 0.0 0.0 0.0 0.099
H 0.11625 -6.86813 0.43169 0.0 0.0 0.0 0.095
H 2.36445 -6.00343 1.01104 0.0 0.0 0.0 0.099
H 2.82209 -3.58548 0.90441 0.0 0.0 0.0 0.091
H 4.38427 0.23025 0.75859 0.0 0.0 0.0 0.073
H 6.21307 1.57356 -0.22793 0.0 0.0 0.0 0.097
H 5.99145 4.03761 -0.37813 0.0 0.0 0.0 0.093
H 3.92873 5.13268 0.45363 0.0 0.0 0.0 0.100
H 2.11229 3.77757 1.42404 0.0 0.0 0.0 0.106
H 4.24806 0.45482 3.40144 0.0 0.0 0.0 0.101
H 4.88039 0.67671 5.77245 0.0 0.0 0.0 0.099
H 3.26113 1.59048 7.40689 0.0 0.0 0.0 0.093
H 1.01296 2.30079 6.64105 0.0 0.0 0.0 0.096
H 0.38061 2.04720 4.26950 0.0 0.0 0.0 0.058
Br 0.11124 1.75914 -4.73933 0.0 0.0 0.0 0.791
C -1.49822 2.59916 -4.15628 0.0 0.0 0.0 -0.721
C -1.94992 3.72382 -4.83820 0.0 0.0 0.0 -0.110
C -3.12770 4.29240 -4.39321 0.0 0.0 0.0 -0.069
C -3.79000 3.72617 -3.30925 0.0 0.0 0.0 -0.053
C -3.22957 2.61734 -2.70637 0.0 0.0 0.0 -0.156
N -2.09137 2.06107 -3.12569 0.0 0.0 -0.1 0.042
H -1.39574 4.12404 -5.67421 0.0 0.0 0.0 0.095
H -3.52560 5.17091 -4.88544 0.0 0.0 0.0 0.105
H -4.71458 4.13984 -2.93175 0.0 0.0 0.0 0.099
H -3.69497 2.15098 -1.84448 0.0 0.0 0.0 0.103
Te -2.20457 1.25045 2.45536 0.3 0.1 0.1 0.845
C -4.02696 1.95825 1.64094 -0.1 0.0 0.0 -0.640
C -4.08023 3.10584 0.85030 0.0 0.0 0.1 -0.171
C -5.29179 3.58046 0.36628 0.0 0.0 0.0 -0.108
C -6.47577 2.92128 0.66660 0.0 0.0 0.0 -0.108
C -6.43531 1.78071 1.45431 0.0 -0.1 0.0 -0.099
C -5.22303 1.30272 1.93341 0.0 0.0 -0.1 -0.166
H -3.17211 3.64733 0.62438 0.1 0.0 0.0 0.046
H -5.30727 4.48029 -0.23801 0.0 0.0 0.0 0.096
H -7.42110 3.29606 0.29397 0.0 0.0 0.0 0.093
H -7.35149 1.25469 1.69526 0.0 0.0 0.0 0.097
H -5.20379 0.40161 2.53434 0.0 0.0 0.0 0.079
C -5.89383 -4.53529 -0.28379 0.0 0.0 0.0 -0.106
C -5.06318 -4.30653 -1.37255 0.0 0.0 0.0 -0.088
C -4.19446 -3.22621 -1.38875 0.1 0.0 0.0 -0.024
C -4.13674 -2.34120 -0.30726 0.0 0.1 0.0 -0.185
C -4.96810 -2.59796 0.78730 0.0 0.0 0.0 -0.036
C -5.83997 -3.67428 0.80211 0.0 0.0 0.0 -0.091
C -3.22809 -1.17705 -0.17465 0.0 0.0 0.0 -0.144
C -2.39811 -0.61149 -1.05318 -0.2 0.0 -0.3 -0.243
C -2.33352 -0.98876 -2.47890 0.0 0.0 0.1 -0.291
C -3.37330 -0.64719 -3.34719 0.0 0.0 0.0 -0.073
C -3.33247 -1.00206 -4.68363 0.0 0.0 0.0 -0.086
C -2.24953 -1.71458 -5.18784 0.0 0.0 0.0 -0.104
C -1.21828 -2.07383 -4.33391 0.0 0.0 0.0 -0.086
C -1.26236 -1.71419 -2.99362 0.0 0.0 0.0 -0.061
H -6.56985 -5.38124 -0.28010 0.0 0.0 0.0 0.094
H -5.08675 -4.98091 -2.21991 0.0 0.0 0.0 0.099
H -3.55182 -3.08740 -2.24432 0.0 0.0 0.0 0.102
H -4.91524 -1.93340 1.64236 0.0 0.0 0.0 0.102
H -6.46980 -3.84553 1.66633 0.0 0.0 0.0 0.098
H -3.23276 -0.78131 0.83973 0.1 0.0 0.0 0.004
H -4.22519 -0.10442 -2.95529 0.0 0.0 0.0 0.116
H -4.15143 -0.72373 -5.33632 0.0 0.0 0.0 0.099
H -2.21491 -1.98840 -6.23495 0.0 0.0 0.0 0.093
H -0.37013 -2.63740 -4.70408 0.0 0.0 0.0 0.104
H -0.46541 -2.02467 -2.33244 0.0 0.0 0.0 0.080
```
Forces are in eV/Å.


# 2
This record from the Open Molecules 2025 dataset describes a structure of composition C60H48N4O2P3ReSi. The level of theory is wB97M-V/def2-TZVPD.

## Properties
Relative energy (zero: lowest compared OMol25 entry of this formula, charge and spin) ... 0.00 kJ/mol
Kohn-Sham gap (alpha / beta) ... 7.46 / 7.00 eV
Expectation value of S² ... 3.78
Highest occupied orbital energy (alpha / beta) ... -9.67 / -11.02 eV
Spin multiplicity ... 4
Net charge ... +1

Geometry as XYZ:
```
119
Properties=species:S:1:pos:R:3:forces:R:3:lowdin_charge:R:1
Re -0.22008 -0.55146 -0.65329 0.0 0.0 0.6 1.083
C 1.03952 4.45404 -4.28085 0.0 0.0 0.0 -0.069
C -0.32362 4.21310 -4.30612 0.0 0.0 0.0 -0.065
C -0.91631 3.42684 -3.32716 0.0 0.0 0.0 -0.066
C -0.14247 2.85842 -2.32150 0.0 0.1 0.0 -0.330
C 1.23041 3.10602 -2.30302 0.1 0.1 0.0 -0.103
C 1.81628 3.90031 -3.27235 0.0 0.0 0.1 -0.068
P -0.81503 1.96068 -0.88178 0.1 -0.5 -0.1 1.037
C -2.60204 2.26264 -0.91018 -0.1 0.1 0.0 -0.332
C -3.36605 1.81485 -1.99152 0.0 0.1 0.0 -0.130
C -4.73256 2.03148 -2.02327 0.0 0.0 0.0 -0.056
C -5.35504 2.70062 -0.97850 0.0 0.0 0.0 -0.062
C -4.60505 3.14908 0.09470 0.0 0.0 0.0 -0.058
C -3.23517 2.92986 0.13252 0.0 -0.1 0.0 -0.086
C -0.06515 2.95622 0.42599 0.0 0.1 0.0 -0.409
C -0.34292 4.32205 0.51385 0.0 0.0 0.0 -0.081
C 0.36738 5.11065 1.39740 0.0 0.0 0.0 -0.059
C 1.38647 4.54359 2.15832 0.0 0.0 0.0 -0.059
C 1.66969 3.19429 2.04670 0.0 0.0 0.0 -0.076
C 0.93438 2.36614 1.19052 0.1 0.0 0.1 -0.293
Si 1.23723 0.49727 1.11629 0.1 0.0 -0.1 0.604
C 3.04826 0.20260 0.61097 -0.1 0.1 0.1 -0.264
C 4.11786 0.40136 1.48910 0.1 0.0 0.1 -0.078
C 5.42611 0.15969 1.10665 0.0 0.0 -0.1 -0.054
C 5.70186 -0.32196 -0.16781 0.0 0.0 0.0 -0.050
C 4.66130 -0.53909 -1.05186 0.1 0.0 0.0 -0.095
C 3.34799 -0.24508 -0.67869 -0.1 -0.1 0.0 -0.373
P 1.98543 -0.62298 -1.81976 0.0 0.2 0.0 1.005
C 2.37993 -2.30652 -2.36924 0.1 0.0 0.0 -0.366
C 2.81442 -3.23030 -1.41853 0.0 0.0 0.0 -0.111
C 3.04900 -4.54283 -1.78532 0.0 0.0 0.0 -0.062
C 2.84992 -4.94507 -3.10112 0.1 0.0 0.1 -0.073
C 2.43258 -4.02724 -4.04968 0.1 0.1 -0.1 -0.090
C 2.20367 -2.70602 -3.68983 -0.1 0.0 0.0 -0.063
C 2.17497 0.37132 -3.32801 0.1 0.0 0.0 -0.362
C 3.40080 0.91709 -3.70421 0.0 0.0 0.0 -0.078
C 3.53534 1.55468 -4.92727 0.0 0.0 0.0 -0.070
C 2.44451 1.67276 -5.77600 0.0 0.0 0.0 -0.068
C 1.21723 1.15217 -5.39520 0.0 0.0 0.0 -0.059
C 1.07973 0.49828 -4.17989 0.0 0.0 -0.1 -0.108
C 0.97424 -0.12981 2.88713 0.0 0.0 0.0 -0.286
C 1.72569 0.32145 3.97780 0.1 0.1 0.0 -0.092
C 1.52892 -0.18209 5.25132 -0.1 -0.1 0.1 -0.060
C 0.58033 -1.17460 5.47272 0.0 0.0 0.0 -0.054
C -0.18503 -1.62714 4.41551 0.0 0.0 0.0 -0.084
C -0.00943 -1.08408 3.14244 0.0 0.0 0.0 -0.411
P -0.97581 -1.69174 1.73742 0.1 -0.1 -0.1 1.060
C -0.42858 -3.43965 1.75440 0.0 0.0 0.0 -0.354
C 0.95032 -3.65431 1.81659 0.0 0.0 0.0 -0.109
C 1.46819 -4.93636 1.79604 0.0 0.0 0.0 -0.074
C 0.61407 -6.02956 1.70961 0.0 0.0 0.0 -0.069
C -0.75376 -5.82550 1.66099 0.0 0.0 0.0 -0.065
C -1.27610 -4.53774 1.68607 0.0 0.0 0.0 -0.073
C -2.72439 -1.74176 2.22329 0.0 0.0 0.0 -0.343
C -3.64002 -2.31982 1.34206 0.0 0.0 0.0 -0.120
C -4.98314 -2.39928 1.67170 0.0 0.0 0.0 -0.063
C -5.43398 -1.89067 2.88113 0.0 0.0 0.0 -0.071
C -4.53350 -1.30268 3.75536 0.0 0.0 0.0 -0.070
C -3.18790 -1.22674 3.42995 0.0 0.1 0.0 -0.104
H 1.49581 5.07727 -5.03873 0.0 0.0 0.0 0.113
H -0.94109 4.65179 -5.07885 0.0 0.0 0.0 0.111
H -1.98679 3.29843 -3.35109 -0.1 -0.1 0.0 0.094
H 1.85389 2.70337 -1.51116 0.0 0.0 0.0 0.109
H 2.88075 4.08916 -3.23711 0.0 0.0 0.0 0.115
H -2.89207 1.30233 -2.81815 0.0 0.1 0.0 0.097
H -5.31153 1.67701 -2.86596 0.0 0.0 0.0 0.114
H -6.42306 2.87182 -1.00491 0.0 0.0 0.0 0.111
H -5.08564 3.67275 0.91081 0.0 0.0 0.0 0.108
H -2.66462 3.26599 0.98294 0.0 0.0 0.0 0.073
H -1.09630 4.76635 -0.12599 0.0 0.0 0.0 0.119
H 0.15575 6.16929 1.47124 0.0 0.0 0.0 0.112
H 1.96938 5.16363 2.82736 0.0 0.0 0.0 0.111
H 2.48669 2.79164 2.63190 0.0 0.0 0.0 0.089
H 3.93948 0.72423 2.50508 0.0 0.0 0.0 0.082
H 6.23213 0.31853 1.81117 0.0 0.0 0.0 0.113
H 6.71876 -0.54729 -0.45962 0.0 0.0 0.0 0.114
H 4.86590 -0.97410 -2.02244 0.0 0.0 0.0 0.116
H 2.95390 -2.93168 -0.38638 0.0 0.0 0.0 0.101
H 3.37218 -5.25753 -1.03971 0.0 0.0 0.0 0.106
H 3.01387 -5.97717 -3.38006 0.0 0.0 0.0 0.113
H 2.26789 -4.33641 -5.07255 0.0 0.0 0.0 0.108
H 1.86294 -2.00472 -4.43940 0.0 0.0 0.0 0.105
H 4.25757 0.86774 -3.04868 0.0 0.0 0.0 0.093
H 4.49621 1.96421 -5.21082 0.0 0.0 0.0 0.112
H 2.54841 2.17655 -6.72814 0.0 0.0 0.0 0.113
H 0.35844 1.24564 -6.04701 0.0 0.0 0.0 0.117
H 0.11790 0.08503 -3.90682 0.0 0.0 0.0 0.079
H 2.47727 1.08932 3.85951 0.0 0.0 0.0 0.075
H 2.12811 0.18707 6.07378 0.0 0.0 0.0 0.110
H 0.44767 -1.59430 6.46102 0.0 0.0 0.0 0.112
H -0.91599 -2.41132 4.57154 0.0 0.0 0.0 0.119
H 1.63017 -2.81119 1.89665 0.0 0.0 0.0 0.101
H 2.53954 -5.08295 1.85572 0.0 0.0 0.0 0.108
H 1.01555 -7.03396 1.68806 0.0 0.0 0.0 0.109
H -1.42817 -6.66949 1.60393 0.0 0.0 0.0 0.111
H -2.34869 -4.41094 1.66369 0.0 0.0 0.0 0.095
H -3.31020 -2.70394 0.38694 0.0 0.0 0.0 0.097
H -5.67611 -2.85733 0.97840 0.0 0.0 0.0 0.110
H -6.48251 -1.95419 3.14048 0.0 0.0 0.0 0.108
H -4.87793 -0.90085 4.69976 0.0 0.0 0.0 0.105
H -2.50743 -0.75214 4.12106 0.0 0.0 0.0 0.081
O -1.51696 -0.76988 -2.76484 -0.2 0.0 -0.2 -0.109
C -2.49653 -0.93704 -2.01971 0.1 0.0 -0.1 -0.526
O -2.37818 -0.78572 -0.76159 -0.1 -0.1 -0.1 -0.239
H -3.47729 -1.21755 -2.41931 0.0 0.0 0.0 0.156
C -3.34025 3.13981 5.06031 0.0 0.0 0.0 -0.080
C -1.92855 3.12373 4.47096 0.0 0.1 0.1 -0.204
C -1.80809 2.14486 3.39690 0.0 -0.1 -0.1 -0.173
N -1.74637 1.37383 2.54847 0.0 0.1 0.0 0.237
H -3.39099 3.85051 5.88295 0.0 0.0 0.0 0.081
H -3.61298 2.15607 5.43999 0.0 0.0 0.0 0.077
H -4.07227 3.42901 4.30787 0.0 0.0 0.0 0.078
H -1.18210 2.88262 5.23001 0.0 0.0 0.0 0.121
H -1.65778 4.09897 4.06006 0.0 0.0 0.0 0.116
N -0.10913 -2.54910 -0.99664 -0.2 0.4 0.0 -0.051
C -0.46812 -3.52540 -1.55331 0.1 -0.2 0.0 -0.280
N -0.88053 -4.60893 -2.02769 0.1 0.2 0.2 0.145
C -0.46516 -5.06220 -3.20444 -0.1 -0.2 -0.3 -0.347
N -0.14764 -5.50871 -4.22009 -0.1 0.0 0.1 0.149
```
Forces are in eV/Å.